[1]
The following is a quantum chemistry calculation of a 2-piece molecular cluster, C4H12S overall, from the Open Molecules 2025 dataset.

Calculated values
Net charge = +1
HOMO-LUMO gap (alpha / beta) = 11.869 / 6.751 eV
HOMO energy (alpha / beta) = -15.22 / -15.21 eV
2S+1 = 2
Relative energy (zero: lowest compared OMol25 entry of this formula, charge and spin) = 3.29 kcal/mol

Each line ends with the natural charge from an NBO analysis.
CARTESIAN COORDINATES (ANGSTROEM)
H  1.60  -1.75  -0.73  0.23
C  1.43  -0.67  -0.70  -0.60
C  1.67  -0.07  -2.08  -0.62
H  -1.42  -0.78  2.33  0.28
C  -0.98  1.69  1.14  -0.81
H  2.40  -0.65  -2.63  0.23
H  -1.28  2.67  0.80  0.28
H  2.05  0.94  -2.00  0.21
H  -0.98  1.65  2.23  0.28
H  -1.05  -1.58  0.81  0.31
H  -2.69  -1.55  1.38  0.29
H  0.75  -0.02  -2.67  0.21
H  2.02  -0.22  0.09  0.21
C  -1.77  -0.95  1.32  -0.86
H  0.37  -0.62  -0.39  0.14
H  -0.02  1.40  0.68  0.29
S  -2.10  0.52  0.42  0.93

[2]
The following is a quantum chemistry calculation of one molecule with the formula C8H8ClNO3, from the Open Molecules 2025 dataset.

Calculated values
HOMO-LUMO gap = 8.114 eV
HOMO energy = -9.29 eV
Relative energy (zero: lowest compared OMol25 entry of this formula, charge and spin) = 138.28 kcal/mol
Structure (SMILES) = C/C=C/C=C\C=C(\C(=O)Cl)[N+](=O)[O-]

Each line ends with the natural charge from an NBO analysis.
CARTESIAN COORDINATES (ANGSTROEM)
C  -0.81  -0.87  -0.64  -0.12
H  -2.79  -0.17  -1.03  0.21
H  -2.27  -1.49  -2.04  0.23
C  0.52  0.18  2.18  -0.21
C  -1.98  -0.54  -1.59  -0.65
H  -0.45  -1.56  2.81  0.22
Cl  -0.32  2.85  -1.12  -0.05
O  1.53  1.44  -2.28  -0.46
C  -0.99  -1.15  0.67  -0.28
C  0.71  1.11  1.13  -0.08
H  0.74  0.43  3.14  0.22
O  2.98  -0.40  0.72  -0.36
H  0.28  2.08  1.34  0.24
C  1.15  0.72  -0.10  -0.11
O  2.20  -0.80  -1.26  -0.35
H  -1.60  0.29  -2.19  0.23
H  -2.03  -1.39  0.96  0.22
N  2.13  -0.28  -0.16  0.49
H  0.19  -1.05  -1.09  0.23
C  -0.13  -1.03  1.84  -0.14
C  0.95  1.62  -1.27  0.52

[3]
The following is a quantum chemistry calculation of a 2-piece molecular cluster, C6H9NO2S2 overall, from the Open Molecules 2025 dataset.

Calculated values
HOMO-LUMO gap (alpha / beta) = 7.101 / 7.098 eV
HOMO energy (alpha / beta) = -7.78 / -7.78 eV
Relative energy (zero: lowest compared OMol25 entry of this formula, charge and spin) = 90.82 kcal/mol

Each line ends with the natural charge from an NBO analysis.
CARTESIAN COORDINATES (ANGSTROEM)
C  0.17  1.52  0.45  -0.51
N  -0.86  -0.37  1.26  -0.76
S  0.70  2.53  -1.14  -0.12
C  -0.76  0.41  0.18  0.17
H  3.34  -0.29  0.25  0.22
O  -2.83  -0.44  -0.60  -0.70
C  -1.97  0.61  -0.61  0.73
O  -2.13  1.56  -1.33  -0.59
H  -0.13  2.16  1.20  0.23
H  -1.25  -1.38  1.12  0.41
C  2.74  -0.51  -0.53  -0.24
H  0.00  -0.39  1.69  0.37
C  1.58  -0.71  -0.93  -0.07
H  0.53  -2.92  -0.43  0.14
H  0.19  -0.68  -2.57  0.25
H  -0.56  2.58  -1.75  0.20
C  0.37  -0.90  -1.53  -0.48
H  -3.27  -0.51  -1.52  0.51
H  1.12  0.91  0.76  0.24
S  -0.48  -2.45  -1.18  0.01

[4]
The following is a quantum chemistry calculation of C31H30F6N5O4P2PdS3 as an isolated structure, from the Open Molecules 2025 dataset.

Calculated values
Net charge = -1
HOMO-LUMO gap = 6.654 eV
HOMO energy = -4.33 eV
Relative energy (zero: lowest compared OMol25 entry of this formula, charge and spin) = 42.65 kcal/mol

Each line ends with the Mulliken charge.
CARTESIAN COORDINATES (ANGSTROEM)
H  1.68  -5.17  0.63  0.24
H  -4.65  3.19  -2.56  0.36
C  4.14  -1.47  -1.67  -0.82
C  -0.27  -0.21  -4.19  0.39
H  0.04  1.91  -4.19  0.36
O  -0.33  2.05  1.51  -0.68
O  1.55  2.72  3.84  -0.59
C  -2.58  0.19  -1.22  1.27
C  -4.09  2.34  -2.18  -0.64
C  -1.26  0.14  -6.78  -0.64
H  2.58  -0.33  -0.74  0.39
C  -0.02  -3.00  -1.80  -1.55
C  2.39  -1.76  -3.80  -0.33
H  1.21  -6.49  1.73  0.37
H  -5.78  -3.07  1.21  0.40
F  1.05  4.68  -0.75  -0.28
H  -4.07  1.30  -4.06  0.45
S  1.13  4.00  3.34  0.87
H  -0.44  -4.58  1.81  0.13
C  1.98  -1.06  -2.67  0.51
C  -5.41  -3.81  -0.77  -0.54
O  1.73  5.17  3.93  -0.71
C  -3.01  -2.37  -0.64  0.88
P  0.29  -0.33  -2.44  0.52
H  1.72  -1.86  -4.65  0.33
O  2.16  1.93  1.01  -0.93
H  -3.66  -1.79  1.32  0.39
C  -0.80  1.23  -6.06  -0.70
C  -3.76  1.28  -3.02  -0.59
H  0.43  -3.29  -2.75  0.35
C  1.97  -0.94  2.66  0.16
P  -1.57  -1.19  -0.49  0.00
C  -0.75  -1.30  -4.92  -0.12
H  2.59  0.96  2.49  0.37
N  -0.69  -1.69  -1.94  0.54
H  0.77  -2.99  -1.04  0.21
F  -0.78  4.99  4.89  -0.25
H  3.97  -2.86  -4.76  0.41
C  3.66  -2.32  -3.87  -0.82
N  1.10  4.10  1.77  -0.70
H  -4.77  -4.38  -2.74  0.42
Pd  0.31  0.75  -0.35  0.93
H  -0.84  2.23  -6.49  0.42
C  -0.67  4.13  3.87  0.72
C  4.54  -2.19  -2.80  -0.52
C  -3.33  -3.11  -1.77  -0.02
F  -0.43  3.25  -1.31  -0.19
F  -1.15  2.96  4.28  -0.23
C  -3.90  -2.38  0.43  -0.75
C  1.54  -5.45  1.68  -1.01
F  1.69  2.81  -1.55  -0.19
S  0.91  2.68  1.04  1.60
C  2.88  -0.90  -1.61  -0.36
H  0.35  -4.83  3.37  0.37
H  -1.60  -1.98  -6.76  0.41
H  2.51  -5.37  2.18  0.30
N  1.36  -1.05  1.52  0.23
C  0.97  -3.10  2.32  0.16
H  -3.98  3.11  -0.18  0.41
C  -3.04  0.21  -2.54  -0.80
C  -5.09  -3.09  0.37  -0.58
N  2.73  0.12  3.05  -0.46
H  2.79  0.30  4.04  0.29
H  -6.34  -4.36  -0.82  0.36
S  1.87  -2.39  3.64  -0.28
H  4.83  -1.35  -0.84  0.46
C  0.77  3.36  -0.75  0.22
C  -1.24  -1.13  -6.21  -0.70
H  5.52  -2.64  -2.84  0.37
H  -0.76  -3.75  -1.51  0.66
H  -1.66  0.28  -7.78  0.38
C  0.51  -4.52  2.33  -0.41
N  0.81  -2.29  1.34  -0.30
C  -3.70  2.30  -0.85  -0.44
C  -2.94  1.24  -0.37  -1.07
C  -4.52  -3.83  -1.84  -0.76
H  -2.61  1.23  0.66  0.38
H  -2.82  -0.63  -3.18  0.41
H  -2.65  -3.11  -2.62  0.08
F  -1.44  4.58  2.88  -0.25
H  -0.77  -2.28  -4.46  0.27
C  -0.30  1.05  -4.77  -0.52

[5]
The following is a quantum chemistry calculation of C16H17N7O2 as an isolated structure, from the Open Molecules 2025 dataset.

Calculated values
HOMO-LUMO gap = 7.273 eV
HOMO energy = -8.01 eV

Each line ends with the natural charge from an NBO analysis.
CARTESIAN COORDINATES (ANGSTROEM)
H  -1.54  3.79  2.33  0.17
O  2.53  -2.75  -1.64  -0.36
N  -1.46  -3.68  -2.15  -0.20
C  -0.42  0.98  1.32  -0.14
H  0.25  -2.48  -2.58  0.27
H  -0.30  4.89  0.05  0.17
H  -1.01  2.48  4.41  0.22
N  -0.06  -0.39  -0.62  -0.47
C  0.31  -5.43  -0.90  -0.16
C  0.63  1.91  -0.61  -0.13
H  2.60  3.92  0.07  0.21
N  -3.34  -3.87  -2.31  -0.08
C  -0.45  2.31  3.48  -0.40
H  -0.96  -1.06  1.10  0.18
H  0.59  2.13  3.78  0.21
C  -1.92  -4.90  -1.50  0.29
C  1.69  4.21  -0.46  -0.40
H  -0.76  0.16  3.27  0.22
C  0.76  -4.25  -1.53  -0.04
C  -0.50  -0.21  0.62  0.06
C  -0.51  3.56  2.59  -0.20
N  0.22  3.34  1.33  -0.44
C  -0.98  1.08  2.72  -0.41
H  -1.35  -6.67  -0.40  0.25
H  0.51  3.42  -2.10  0.21
C  0.16  2.08  0.69  0.29
C  0.60  4.53  0.56  -0.20
H  0.90  5.33  1.25  0.20
H  1.95  5.10  -1.04  0.22
C  -1.00  -5.77  -0.87  -0.23
H  0.85  0.52  -2.20  0.18
N  2.18  -3.94  -1.54  0.52
H  -0.10  4.44  3.09  0.20
N  -3.25  -4.98  -1.65  -0.23
H  1.05  -6.07  -0.44  0.25
C  0.49  0.66  -1.19  0.06
N  -2.50  -3.01  -2.70  -0.02
C  1.24  3.05  -1.37  -0.42
H  -2.07  1.13  2.65  0.21
H  2.09  2.68  -1.97  0.22
O  2.99  -4.87  -1.47  -0.37
C  -0.10  -3.39  -2.13  0.10

[6]
The following is a quantum chemistry calculation of a 3-piece molecular cluster, C16H36N2O9PS2 overall, from the Open Molecules 2025 dataset.

Calculated values
Net charge = +1
HOMO-LUMO gap = 8.917 eV
HOMO energy = -11.68 eV
Relative energy (zero: lowest compared OMol25 entry of this formula, charge and spin) = 7.48 kcal/mol

Each line ends with the natural charge from an NBO analysis.
CARTESIAN COORDINATES (ANGSTROEM)
H  -0.90  -1.67  -2.47  0.27
C  -0.54  -0.79  -1.93  -0.28
N  -1.56  1.56  -1.91  -0.61
H  0.55  -0.88  -1.92  0.24
H  -3.46  0.79  3.89  0.20
H  -3.69  3.20  4.41  0.22
O  3.19  0.25  1.45  -0.85
H  -0.21  1.31  -4.53  0.24
H  4.45  -4.39  -0.20  0.23
H  0.68  0.72  -0.67  0.21
H  2.02  -3.99  0.13  0.20
H  2.66  0.45  -2.62  0.24
H  -0.15  -0.93  0.12  0.48
H  -2.24  3.85  -0.98  0.49
H  2.52  -5.51  -3.06  0.23
H  -0.43  2.79  6.43  0.26
H  -2.60  -0.28  0.78  0.25
S  2.65  -0.33  0.08  2.36
H  -0.88  1.96  -1.27  0.34
O  0.66  -2.91  -3.65  -0.62
H  2.25  -5.23  -1.08  0.18
C  1.43  -3.62  -3.04  0.82
C  -1.92  0.17  0.05  -0.25
H  -1.45  -1.79  -0.38  0.44
C  -2.84  1.24  4.66  -0.07
C  2.24  -4.70  -3.72  -0.75
H  -2.67  0.48  5.42  0.18
C  -0.43  1.69  4.62  0.81
H  -1.31  0.87  0.63  0.22
H  3.13  -4.24  -4.14  0.26
C  1.17  2.00  -3.01  -0.41
H  -4.48  2.21  5.65  0.23
H  1.84  1.90  -0.07  0.26
C  1.74  1.01  -0.70  -0.68
O  1.66  -1.37  0.35  -0.98
N  -0.99  -0.89  -0.48  -0.54
H  4.01  -2.74  -0.68  0.24
C  -0.38  1.75  6.13  -0.75
H  4.30  -3.96  -1.91  0.21
H  1.64  -5.11  -4.53  0.26
H  0.81  0.06  -3.84  0.23
C  2.42  -4.17  -0.87  -0.07
H  -1.77  0.20  -3.40  0.22
H  -2.40  3.13  1.27  0.50
H  0.57  1.34  6.45  0.25
H  -3.30  0.36  -1.65  0.26
C  3.88  -3.80  -0.92  -0.65
O  -1.60  1.56  3.99  -0.52
O  0.57  1.82  3.95  -0.62
C  -0.97  0.49  -2.71  -0.07
O  -3.12  2.50  1.26  -0.97
O  3.80  -0.68  -0.70  -0.89
O  1.62  -3.35  -1.74  -0.53
H  1.69  2.46  -3.86  0.24
C  2.26  1.34  -2.12  -0.42
H  3.11  2.02  -2.01  0.24
S  -5.52  2.01  -0.40  -0.49
C  0.21  0.95  -3.59  -0.40
O  -3.19  3.71  -1.00  -0.95
C  -2.62  0.97  -1.06  -0.42
C  -3.52  2.48  5.21  -0.64
P  -3.65  2.33  -0.28  1.77
H  2.46  0.46  2.06  0.53
H  0.68  2.82  -2.49  0.20
H  -2.91  2.96  5.98  0.21
H  -1.18  1.20  6.62  0.23

[7]
The following is a quantum chemistry calculation of one molecule with the formula C4H8O2, from the Open Molecules 2025 dataset.

Calculated values
HOMO-LUMO gap = 9.141 eV
HOMO energy = -8.33 eV
Relative energy (zero: lowest compared OMol25 entry of this formula, charge and spin) = 46.13 kcal/mol
Structure (SMILES) = CO/C(C)=C/O

Each line ends with the natural charge from an NBO analysis.
CARTESIAN COORDINATES (ANGSTROEM)
H  -1.98  0.99  1.04  0.24
H  -2.21  0.53  -0.67  0.22
H  1.99  -0.79  -0.71  0.17
H  -2.35  -0.70  0.60  0.22
C  -0.34  -0.08  0.19  0.27
C  -1.81  0.20  0.30  -0.66
O  -0.08  -1.12  -0.66  -0.51
H  1.36  -2.20  -1.59  0.19
C  0.59  0.59  0.88  -0.01
C  1.16  -1.15  -1.33  -0.24
O  0.23  1.55  1.81  -0.70
H  0.68  2.37  1.58  0.47
H  1.12  -0.55  -2.25  0.18
H  1.65  0.37  0.81  0.16

[8]
The following is a quantum chemistry calculation of a 3-piece molecular cluster, C15H43N5O2PS overall, from the Open Molecules 2025 dataset.

Calculated values
Net charge = +1
HOMO-LUMO gap = 5.080 eV
HOMO energy = -9.22 eV

Each line ends with the natural charge from an NBO analysis.
CARTESIAN COORDINATES (ANGSTROEM)
H  -0.65  -1.75  3.96  0.21
H  -1.67  5.96  4.22  0.20
H  -2.66  6.39  5.62  0.20
C  -1.59  3.20  4.09  -0.21
H  -0.96  6.82  5.59  0.21
P  1.56  -3.27  -8.41  1.95
H  0.93  -0.08  2.73  0.19
H  -1.51  -0.61  0.20  0.20
C  2.91  -0.87  -6.75  -0.50
C  -2.19  -2.46  1.07  -0.64
H  3.97  -3.82  -6.45  0.41
H  0.43  2.49  4.40  0.21
C  -0.91  -0.76  3.59  -0.64
H  -5.33  3.65  5.34  0.21
H  1.13  -0.46  -4.55  0.17
H  -1.98  -0.75  3.37  0.20
H  -0.48  0.56  1.95  0.19
C  2.18  -0.66  -4.27  -0.21
H  -0.22  -2.98  -7.28  0.52
C  -0.07  -0.36  2.37  -0.21
O  0.62  -3.38  -7.02  -0.94
H  2.67  0.32  -4.15  0.21
H  -1.98  2.21  3.86  0.19
N  2.23  -1.44  -3.03  -0.83
H  -2.82  -1.91  1.77  0.21
H  -4.21  4.19  4.10  0.20
H  -0.75  -2.02  -0.46  0.18
H  -1.55  4.80  7.07  0.20
N  -1.88  3.49  5.48  -0.45
C  -4.35  4.11  5.18  -0.64
H  -2.10  3.90  3.40  0.16
C  -1.68  6.04  5.31  -0.64
H  1.84  -2.84  -0.18  0.20
C  0.83  -2.51  1.71  -0.22
C  -1.31  4.72  6.00  -0.22
C  -0.11  3.20  3.76  -0.62
S  3.38  -2.21  -7.96  0.66
H  -3.37  3.32  6.92  0.20
H  1.91  -0.88  -2.25  0.39
N  0.10  -1.33  1.30  -0.46
H  0.35  4.18  3.88  0.21
N  4.46  -3.22  -7.12  -0.88
H  -4.39  5.11  5.60  0.20
H  0.39  -3.84  0.04  0.20
H  1.91  -0.51  -7.02  0.25
H  3.62  -0.04  -6.82  0.27
H  -2.84  -2.81  0.26  0.21
H  3.99  -1.59  -4.98  0.25
H  1.55  -5.38  -8.24  0.41
H  1.86  -4.23  0.91  0.22
H  0.28  -3.12  2.44  0.16
H  -0.22  4.63  5.98  0.19
H  1.37  -1.78  -9.93  0.52
H  2.50  -2.50  -5.32  0.20
C  -3.27  3.24  5.84  -0.21
C  1.25  -3.40  0.55  -0.62
H  1.68  -2.28  -3.15  0.36
H  -1.79  -3.34  1.57  0.21
C  2.95  -1.49  -5.32  -0.43
H  0.04  2.90  2.73  0.21
H  -3.49  2.20  5.61  0.19
H  1.75  -2.19  2.22  0.20
N  1.98  -4.70  -8.87  -1.26
O  0.73  -2.37  -9.51  -0.92
H  4.84  -3.85  -7.83  0.43
C  -1.08  -1.57  0.48  -0.21
H  -0.74  -0.05  4.40  0.22